The following is a quantum chemistry calculation of Cu3F as an isolated structure, from the Open Molecules 2025 dataset.

```
! wB97M-V def2-TZVPD RIJCOSX def2/J DEFGRID3
* xyz 5 4
Cu 1.047 -0.229 1.465
Cu -1.410 -1.088 -0.522
Cu 0.327 1.346 -0.961
F 0.035 -0.030 0.018
*
```

## Properties
- Frontier orbital gap (alpha / beta): 0.584 / 0.416 Eh
- Lowest unoccupied orbital energy (alpha / beta): -1.086 / -1.220 Eh
- Relative energy (zero: lowest compared OMol25 entry of this formula, charge and spin): 239.53 kcal per mole
- ⟨S²⟩: 3.752

The following is a quantum chemistry calculation of a 2-piece molecular cluster, C4H11NO3 overall, from the Open Molecules 2025 dataset.

```
! wB97M-V def2-TZVPD RIJCOSX def2/J DEFGRID3
* xyz 0 1
C -1.208 -0.375 2.121
C 0.247 -0.536 1.671
O 1.118 -0.866 2.424
N 0.526 -0.124 0.389
C -0.296 0.657 -0.546
C -0.927 -0.480 -1.543
O 0.185 -1.135 -2.219
H -1.126 -0.113 3.175
H -1.943 0.187 1.469
H -1.686 -1.411 2.158
H 1.568 0.126 0.214
H -1.085 1.295 -0.080
H 0.326 1.285 -1.181
H -1.417 0.004 -2.543
H -1.717 -1.094 -1.071
H 0.047 -2.150 -2.450
O 2.526 1.793 -0.312
H 2.627 0.836 -0.444
H 2.235 2.098 -1.231
*
```

## Properties
- Frontier orbital gap: 0.366 Eh
- Lowest unoccupied orbital energy: 0.019 Eh
- Relative energy (zero: lowest compared OMol25 entry of this formula, charge and spin): 66.02 kcal per mole
- SMILES string: CC(=O)NCCO.O

The following is a quantum chemistry calculation of C6H6O as an isolated structure, from the Open Molecules 2025 dataset.

```
! wB97M-V def2-TZVPD RIJCOSX def2/J DEFGRID3
* xyz 0 1
O 2.467 -0.489 0.553
C 1.237 0.135 0.398
C -0.354 0.066 -0.669
C -1.219 -1.110 -0.569
C -1.901 -2.102 -0.474
C -0.827 1.211 0.092
C -0.683 2.035 0.967
H 2.487 -0.994 1.380
H 0.637 -0.002 1.285
H 1.451 1.125 0.021
H -0.210 0.334 -1.729
H -2.486 -2.993 -0.375
H -0.614 2.788 1.718
*
```

## Properties
- Frontier orbital gap: 0.359 Eh
- Lowest unoccupied orbital energy: 0.023 Eh
- Relative energy (zero: lowest compared OMol25 entry of this formula, charge and spin): 139.23 kcal per mole

The following is a quantum chemistry calculation of C12H30N2O4Tl as an isolated structure, from the Open Molecules 2025 dataset.

```
! wB97M-V def2-TZVPD RIJCOSX def2/J DEFGRID3
* xyz 3 1
Tl -19.213 21.266 31.282
C -15.339 26.072 33.902
O -16.391 25.262 33.528
C -16.008 23.943 33.023
C -17.262 23.115 32.923
N -17.542 22.470 31.624
C -17.798 23.406 30.531
C -17.695 22.803 29.095
O -18.644 21.782 28.742
C -18.336 21.169 27.534
H -14.597 26.311 33.139
H -14.862 25.673 34.797
H -15.647 27.080 34.178
H -15.227 23.431 33.586
H -15.546 24.124 32.053
H -18.075 23.817 33.105
H -17.324 22.280 33.621
H -16.716 22.002 31.279
H -17.022 24.172 30.544
H -18.734 23.930 30.726
H -16.670 22.487 28.904
H -17.822 23.589 28.351
H -17.499 20.478 27.433
H -18.208 21.896 26.733
H -19.233 20.606 27.277
C -20.393 24.295 33.368
O -19.444 23.266 33.150
C -19.036 22.823 34.416
C -18.977 21.256 34.524
N -17.980 20.756 33.453
C -17.921 19.270 33.515
C -19.170 18.470 33.113
O -19.258 18.679 31.763
C -20.114 17.713 31.226
H -21.390 24.004 33.700
H -20.601 24.646 32.357
H -20.136 25.112 34.041
H -19.730 23.093 35.212
H -18.152 23.395 34.695
H -20.010 20.992 34.299
H -18.845 21.022 35.580
H -17.077 21.049 33.796
H -17.638 18.962 34.521
H -17.103 18.853 32.928
H -20.110 18.846 33.517
H -19.065 17.475 33.545
H -20.561 18.008 30.276
H -20.980 17.599 31.879
H -19.528 16.814 31.033
*
```

## Properties
- Frontier orbital gap: 0.098 Eh
- Lowest unoccupied orbital energy: -0.574 Eh
- Relative energy (zero: lowest compared OMol25 entry of this formula, charge and spin): 152.56 kcal per mole

The following is a quantum chemistry calculation of C40H24ClI2N3O3S2W as an isolated structure, from the Open Molecules 2025 dataset.

```
! wB97M-V def2-TZVPD RIJCOSX def2/J DEFGRID3
* xyz 0 3
W -0.301 0.406 -0.186
Cl -1.147 -6.578 -2.079
C -1.112 -5.007 -1.472
C -1.056 -4.743 -0.118
C -1.072 -3.441 0.397
C -1.369 -2.388 -0.484
O -1.657 -1.200 -0.016
C -1.136 -2.659 -1.895
C -0.862 -1.556 -2.758
N -0.408 -0.338 -2.404
C -0.178 0.635 -3.366
C -0.142 0.295 -4.696
C 0.269 1.268 -5.578
C 0.572 2.566 -5.140
C 0.630 2.963 -3.821
C 1.391 4.033 -3.173
C 1.312 4.182 -1.835
C 0.396 3.434 -0.994
N 0.087 2.039 -1.531
C 0.118 1.961 -2.870
C -1.004 -3.963 -2.382
H -0.897 -5.539 0.621
H -1.021 -3.380 1.485
H -1.117 -1.711 -3.795
H -0.306 -0.703 -4.940
H 0.338 1.009 -6.634
H 0.768 3.203 -5.967
H 2.064 4.743 -3.722
H 2.057 4.723 -1.285
H -0.628 3.831 -0.863
H -0.891 -4.239 -3.423
S 2.022 1.670 0.330
C 0.862 3.083 0.465
N -0.269 2.688 1.230
C -0.525 3.573 2.199
C -1.751 3.580 2.972
C -1.774 4.386 4.055
C -0.744 5.294 4.370
C 0.425 5.350 3.567
C 0.483 4.511 2.471
S 1.714 4.470 1.300
H -2.545 2.978 2.568
H -2.755 4.443 4.623
H -0.700 5.887 5.317
H 1.254 6.047 3.853
I -3.136 1.509 -0.073
C -3.136 0.376 1.748
C -4.386 0.018 2.202
C -4.565 -0.315 3.555
C -3.418 -0.562 4.324
C -2.102 -0.464 3.742
C -1.035 -0.752 4.559
C 0.257 -0.793 4.062
C 0.423 -0.302 2.737
C -0.605 0.023 1.955
C -1.939 -0.012 2.424
H -5.252 0.027 1.506
H -5.589 -0.557 3.848
H -3.428 -0.915 5.410
H -1.266 -0.839 5.569
H 1.145 -1.103 4.595
H 1.431 -0.298 2.295
I 5.297 -6.698 -1.960
C 4.239 -4.974 -1.514
C 4.388 -3.916 -2.502
C 3.715 -2.721 -2.318
C 2.858 -2.557 -1.174
C 2.736 -3.569 -0.251
C 3.520 -4.749 -0.332
C 2.205 -1.210 -1.208
O 2.733 -0.299 -1.822
O 1.094 -1.193 -0.470
H 5.292 -4.043 -3.159
H 3.720 -1.917 -3.060
H 2.096 -3.390 0.597
H 3.312 -5.613 0.317
*
```

## Properties
- Frontier orbital gap (alpha / beta): 0.201 / 0.187 Eh
- Lowest unoccupied orbital energy (alpha / beta): -0.050 / -0.069 Eh
- Relative energy (zero: lowest compared OMol25 entry of this formula, charge and spin): 91.84 kcal per mole
- ⟨S²⟩: 2.069

The following is a quantum chemistry calculation of a 3-piece molecular cluster, C18H26BrN3O7S overall, from the Open Molecules 2025 dataset.

```
! wB97M-V def2-TZVPD RIJCOSX def2/J DEFGRID3
* xyz 0 1
C 5.065 1.637 -2.639
C 3.615 1.619 -2.248
O 3.216 1.329 -1.155
N 2.691 1.984 -3.299
C 2.618 3.447 -3.438
C 1.513 1.224 -3.279
C 1.509 -0.082 -3.589
S 2.964 -0.979 -4.049
C 0.242 -0.872 -3.486
O 0.059 -1.864 -4.139
C -0.781 -0.345 -2.525
Br -2.023 -1.596 -1.897
C -0.818 0.949 -2.219
C -1.825 1.632 -1.343
C -2.957 2.300 -2.178
C -4.310 1.962 -1.581
O -4.862 2.612 -0.742
O -4.860 0.784 -1.997
C 0.196 1.837 -2.872
O -0.066 2.997 -3.068
H 5.364 0.608 -2.843
H 5.219 2.210 -3.552
H 5.665 2.053 -1.831
H 3.645 3.821 -3.453
H 2.139 3.708 -4.378
H 2.104 3.928 -2.604
H 2.799 -0.874 -5.375
H -2.244 0.912 -0.644
H -1.309 2.416 -0.793
H -2.909 1.964 -3.219
H -2.849 3.381 -2.180
H -4.466 0.505 -2.831
C -1.704 -0.986 3.211
N -1.487 0.240 2.467
C -2.307 1.318 2.351
C -3.631 1.271 3.077
O -1.983 2.276 1.668
H -0.924 -1.114 3.964
H -1.680 -1.851 2.548
H -2.667 -0.962 3.711
H -0.623 0.337 1.957
H -4.158 2.196 2.867
H -4.236 0.431 2.732
H -3.485 1.173 4.154
C 2.582 -3.686 3.658
N 1.215 -3.896 3.229
C 0.151 -4.308 3.971
C 0.394 -4.593 5.436
O -0.949 -4.437 3.463
H 2.888 -2.651 3.494
H 3.266 -4.336 3.111
H 2.678 -3.905 4.717
H 0.989 -3.730 2.261
H -0.548 -4.908 5.874
H 1.131 -5.386 5.566
H 0.749 -3.702 5.957
*
```

## Properties
- Frontier orbital gap: 0.292 Eh
- Lowest unoccupied orbital energy: -0.051 Eh
- SMILES string: CC(=O)N(C)C1=C(S)C(=O)C(Br)=C(CCC(=O)O)C1=O.CNC(C)=O.CNC(C)=O

The following is a quantum chemistry calculation of one molecule with the formula C5H6N2, from the Open Molecules 2025 dataset.

```
! wB97M-V def2-TZVPD RIJCOSX def2/J DEFGRID3
* xyz 0 1
C 1.636 -0.664 1.109
N 2.492 -0.483 0.209
C 1.300 0.461 0.269
C 0.228 0.355 -0.797
C -1.156 0.471 -0.187
C -2.166 -0.557 -0.319
N -1.576 -0.624 0.786
H 1.425 -1.348 1.923
H 1.519 1.470 0.624
H 0.334 -0.612 -1.303
H 0.366 1.137 -1.555
H -1.460 1.478 0.105
H -2.941 -1.085 -0.863
*
```

## Properties
- Frontier orbital gap: 0.402 Eh
- Lowest unoccupied orbital energy: 0.042 Eh
- Relative energy (zero: lowest compared OMol25 entry of this formula, charge and spin): 94.98 kcal per mole
- SMILES string: C1=N[C@H]1C[C@H]1C=N1

The following is a quantum chemistry calculation of C23H36BN12OS4Ta as an isolated structure, from the Open Molecules 2025 dataset.

```
! wB97M-V def2-TZVPD RIJCOSX def2/J DEFGRID3
* xyz 4 1
Ta -0.516 0.335 -0.128
C -2.301 1.181 3.324
C -2.288 2.079 2.129
N -1.897 1.830 0.877
C -2.071 2.951 0.073
C -2.553 4.042 0.709
S -2.842 3.667 2.343
C -1.888 2.743 -1.348
C -2.188 3.567 -2.375
S -2.157 2.703 -3.846
C -1.712 1.279 -3.056
N -1.542 1.437 -1.730
C -1.695 -0.001 -3.816
H -1.503 0.445 3.314
H -3.254 0.651 3.377
H -2.218 1.783 4.229
H -2.790 5.011 0.299
H -2.487 4.603 -2.339
H -2.727 -0.330 -3.956
H -1.132 -0.768 -3.301
H -1.261 0.134 -4.808
C -3.702 -3.851 1.287
N -2.263 -3.676 1.528
C -1.421 -4.682 1.955
C -0.194 -4.135 2.114
N -0.287 -2.795 1.799
B 0.866 -1.783 1.835
N 0.815 -0.844 3.044
C 0.942 -1.191 4.376
C 1.080 -0.052 5.090
N 1.039 0.994 4.194
C 1.232 2.407 4.552
C 0.879 0.491 2.967
S 0.929 1.458 1.507
C -1.555 -2.548 1.422
S -2.193 -0.960 1.049
H -3.854 -4.711 0.639
H -4.101 -2.956 0.817
H -4.207 -4.018 2.236
H -1.775 -5.686 2.126
H 0.728 -4.583 2.445
H 1.911 -2.341 1.710
H 0.739 -1.006 0.859
H 0.932 -2.214 4.711
H 1.212 0.110 6.147
H 0.817 2.571 5.543
H 0.716 3.037 3.832
H 2.294 2.642 4.559
N 0.247 -3.481 -1.789
C -0.679 -2.552 -1.614
N -1.958 -2.806 -1.871
O -0.316 -1.391 -1.193
H 0.038 -4.394 -2.169
H 1.213 -3.263 -1.603
H -2.258 -3.684 -2.271
H -2.655 -2.095 -1.725
C 1.273 0.311 -2.894
N 2.438 0.635 -3.639
C 2.640 2.087 -3.651
N 2.806 2.572 -2.279
C 1.638 2.299 -1.513
N 1.338 0.768 -1.407
C 2.657 0.112 -0.885
N 3.783 0.462 -1.670
C 3.617 -0.006 -3.047
C 3.972 1.917 -1.671
H 1.120 -0.766 -2.894
H 0.428 0.821 -3.343
H 1.782 2.576 -4.115
H 3.527 2.328 -4.233
H 0.768 2.764 -1.983
H 1.776 2.698 -0.509
H 2.487 -0.966 -0.911
H 2.795 0.441 0.144
H 3.495 -1.091 -3.058
H 4.501 0.245 -3.630
H 4.863 2.167 -2.244
H 4.106 2.274 -0.649
*
```

## Properties
- Frontier orbital gap: 0.212 Eh
- Lowest unoccupied orbital energy: -0.480 Eh
- Relative energy (zero: lowest compared OMol25 entry of this formula, charge and spin): 10.34 kcal per mole